No. 1
Density functional theory data (the ωB97M-V functional and the def2-TZVPD basis) for a molecular structure, C4H6O in a non-equilibrium geometry.

Atoms and positions in Å:
O (-1.57446, -0.85025, -0.90082)
C (-0.81835, -0.39515, -0.09158)
C (0.24644, 0.73451, 0.03100)
C (0.32308, 0.16740, 1.42570)
C (-0.62775, -0.77624, 1.30469)
H (1.23585, 0.68945, -0.42022)
H (-0.05768, 1.78315, -0.02818)
H (0.88189, 0.60167, 2.23155)
H (1.01286, 0.02860, -2.88534)
H (-1.12948, -1.56328, 1.85541)
H (0.50761, -0.41986, -2.52221)

Cartesian forces, eV/Å:
0.225 0.549 -0.722
-0.849 -0.835 -0.572
0.744 0.285 0.565
-0.675 0.556 0.853
0.607 0.129 0.078
-0.254 -0.400 -0.725
-0.415 -0.198 -0.067
0.300 -0.317 0.467
-0.540 -0.532 0.349
0.310 0.263 0.281
0.547 0.499 -0.506

Values from the calculation:
* total charge: 0
* HOMO-LUMO gap: 10.45 eV
* ΔE to the lowest compared entry with this formula, charge and spin: 48.3 kcal/mol
* F_max: 1.32 eV/Å
* E_LUMO: 0.63 eV

No. 2
Density functional theory data (the ωB97M-V functional and the def2-TZVPD basis) for 2 unconnected molecules or ions with the total composition C6H16NOP in a non-equilibrium geometry.

Atoms and positions in Å:
C (1.22999, -0.46799, 2.65119)
C (-0.77684, 0.16219, -2.72312)
C (1.61024, 0.29979, -1.87254)
C (0.33644, -1.81320, -1.74539)
C (0.17086, 0.60910, 2.48044)
C (0.39400, -0.53933, -2.10167)
N (-1.99905, 1.58297, 1.06310)
O (-1.64790, -0.90609, 1.45812)
P (-0.79642, 0.38090, 0.89478)
H (1.83027, -0.28339, 3.54041)
H (0.75574, -1.44105, 2.74646)
H (1.88665, -0.49056, 1.78455)
H (-1.39784, 0.59578, -1.93363)
H (-0.44889, 0.96971, -3.37580)
H (-1.39057, -0.53348, -3.29387)
H (1.99590, 0.67363, -2.82093)
H (2.38987, -0.27289, -1.37727)
H (1.35371, 1.15629, -1.24940)
H (-2.10576, -1.37682, 0.75965)
H (-0.53619, -2.41881, -1.91593)
H (1.16764, -2.30977, -1.27341)
H (0.64004, 1.59794, 2.43973)
H (-0.53556, 0.59513, 3.31889)
H (-2.30234, 1.80339, 2.00741)
H (-1.82394, 2.42654, 0.53822)

Cartesian forces, eV/Å:
-0.112 0.056 0.059
-0.041 -0.125 0.021
-0.047 -0.168 0.044
0.139 -0.119 -0.048
-0.315 -0.098 -0.474
0.012 0.009 -0.150
0.140 0.097 0.119
0.019 -0.346 0.256
0.136 0.734 0.827
0.088 -0.064 0.027
0.038 -0.145 0.018
0.161 -0.062 -0.065
0.017 0.103 -0.052
-0.043 0.039 -0.078
-0.060 0.039 -0.019
0.043 0.084 -0.058
0.111 0.005 0.049
0.006 0.128 0.040
-0.019 -0.078 -0.190
-0.296 -0.096 -0.106
0.214 -0.036 0.118
-0.133 -0.016 -0.056
0.004 0.061 -0.073
0.002 -0.016 -0.117
-0.065 0.012 -0.090

Values from the calculation:
* total charge: 0
* HOMO-LUMO gap: 9.45 eV
* ΔE to the lowest compared entry with this formula, charge and spin: 0.0 kcal/mol
* F_max: 1.11 eV/Å
* structure (SMILES): C=C(C)C.CCP(N)O
* E_LUMO: 0.94 eV

No. 3
Density functional theory data (the ωB97M-V functional and the def2-TZVPD basis) for 2 unconnected molecules or ions with the total composition ClH5OSi2 in a non-equilibrium geometry.

Atoms and positions in Å:
O (-1.23796, -0.21290, 1.06886)
Si (1.76553, 0.18909, -2.40914)
Si (-2.26356, -1.07274, 0.40406)
Cl (2.28412, -1.54833, -1.51089)
H (0.93412, 1.03213, -1.37437)
H (2.95805, 0.77749, -2.80819)
H (0.72339, -0.11876, -3.58538)
H (-2.14434, -2.45182, 0.49710)
H (-3.54343, -0.38073, 0.06285)

Cartesian forces, eV/Å:
1.393 0.908 0.394
-3.906 0.085 0.292
-1.344 1.762 0.364
0.116 -0.667 0.265
0.976 -0.688 -0.983
1.426 0.944 -0.692
1.366 0.322 1.136
-0.156 -2.018 -0.389
0.129 -0.646 -0.387

Values from the calculation:
* total charge: 0
* HOMO-LUMO gap: 9.98 eV
* ΔE to the lowest compared entry with this formula, charge and spin: 78.4 kcal/mol
* F_max: 3.92 eV/Å
* structure (SMILES): O=[SiH2].[SiH3]Cl
* E_LUMO: -0.55 eV

No. 4
Density functional theory data (the ωB97M-V functional and the def2-TZVPD basis) for a molecular structure, C37H34BrGeN3O2S4Zn in a non-equilibrium geometry.

Atoms and positions in Å:
Zn (-0.58741, -0.97700, -1.26355)
Br (-0.36645, -1.45735, 7.71453)
C (-1.40518, -2.49096, 6.49776)
C (-2.77923, -2.55318, 6.65364)
C (-3.52995, -3.30460, 5.76826)
C (-2.92562, -3.97575, 4.70043)
C (-1.53080, -3.89299, 4.56837)
C (-0.77352, -3.16191, 5.46389)
N (-3.70293, -4.86716, 3.95305)
N (-3.49660, -5.16652, 2.75367)
C (-2.68270, -4.46017, 1.89262)
C (-2.10005, -5.21637, 0.86885)
C (-1.15206, -4.70600, 0.00817)
C (-0.78204, -3.35051, 0.05704)
O (0.08891, -2.82283, -0.70964)
C (-1.48459, -2.51385, 1.01733)
N (-1.22324, -1.19501, 0.93071)
C (-1.85664, -0.35904, 1.72284)
C (-2.85206, -0.78294, 2.60836)
C (-3.15384, -2.11798, 2.68714)
C (-2.42712, -3.04988, 1.91975)
H (-3.25558, -2.02610, 7.46917)
H (-4.60357, -3.37620, 5.88884)
H (-1.04324, -4.42805, 3.76423)
H (0.30083, -3.10798, 5.35176)
H (-2.38100, -6.26128, 0.81491)
H (-0.68599, -5.32467, -0.74676)
H (-1.59801, 0.69115, 1.63131)
H (-3.39707, -0.05338, 3.19175)
H (-3.97084, -2.45517, 3.30888)
S (-2.95053, -0.36960, -1.47746)
S (-3.29289, -0.99774, -3.38875)
S (-1.94950, -2.54374, -3.72356)
S (-0.12574, -1.66653, -3.58078)
C (-0.52748, 1.85943, -3.13437)
C (0.88114, 1.39149, -2.82123)
O (0.93223, 0.77292, -1.52454)
C (2.22547, 0.22281, -1.25556)
C (2.29600, -0.24927, 0.18435)
H (-0.48995, 2.74427, -3.77227)
H (-1.04984, 2.12035, -2.21936)
H (-1.08895, 1.07762, -3.64578)
H (1.58936, 2.22910, -2.81826)
H (1.20812, 0.66300, -3.56879)
H (2.98019, 0.99407, -1.44996)
H (2.39645, -0.61938, -1.93608)
H (2.29531, 0.59796, 0.87166)
H (3.20151, -0.83519, 0.33582)
H (1.43177, -0.87882, 0.40771)
C (5.06305, 4.42291, 0.44844)
C (4.28077, 4.39763, -0.69769)
C (2.94660, 4.02692, -0.61950)
C (2.35691, 3.69187, 0.60049)
C (3.15909, 3.72289, 1.74159)
C (4.49367, 4.09391, 1.67085)
Ge (0.51259, 2.93429, 0.68308)
C (-0.74666, 4.11008, -0.30474)
C (-0.39147, 5.14643, -1.16353)
C (-1.34396, 5.75597, -1.96870)
C (-2.66378, 5.32878, -1.93858)
C (-3.03783, 4.30768, -1.07550)
C (-2.08461, 3.70500, -0.27279)
C (-0.07957, 3.07523, 2.59008)
C (-1.10834, 3.92081, 2.99922)
C (-1.55302, 3.91407, 4.31400)
C (-0.98061, 3.05725, 5.24381)
C (0.04386, 2.20722, 4.85198)
C (0.47807, 2.21114, 3.53515)
H (6.10899, 4.69685, 0.39217)
H (4.71623, 4.65515, -1.65555)
H (2.35471, 4.00454, -1.52764)
H (2.72614, 3.46814, 2.70198)
H (5.09247, 4.11952, 2.57323)
H (0.63428, 5.49618, -1.19516)
H (-1.05496, 6.55991, -2.63507)
H (-3.39765, 5.78606, -2.59009)
H (-4.06401, 3.96415, -1.04663)
H (-2.37644, 2.88823, 0.38032)
H (-1.56721, 4.59518, 2.28590)
H (-2.35438, 4.57784, 4.61550)
H (-1.33388, 3.04709, 6.26718)
H (0.49520, 1.53324, 5.56982)
H (1.25599, 1.51781, 3.23029)

Cartesian forces, eV/Å:
-0.558 -0.034 -0.916
-0.050 -0.037 -0.048
-0.008 0.115 0.012
0.102 0.124 0.091
-0.007 -0.169 -0.283
0.845 0.252 0.619
-0.141 -0.204 0.168
0.005 -0.010 -0.005
-0.590 -0.480 -0.018
-0.254 -0.163 0.093
0.385 0.271 -0.438
-0.111 0.162 0.386
0.223 0.056 -0.125
0.171 -0.206 -0.054
-0.162 -0.010 0.264
-0.294 -0.138 0.286
0.203 0.250 0.117
0.128 0.006 -0.118
-0.103 -0.093 0.078
-0.070 0.257 -0.175
-0.080 0.038 -0.337
-0.010 -0.002 -0.007
-0.005 -0.060 0.006
0.040 0.040 0.048
0.000 -0.004 0.016
-0.023 -0.007 -0.003
-0.033 0.001 -0.012
-0.053 -0.007 -0.002
0.010 0.011 0.011
0.025 0.135 -0.107
0.616 -0.107 0.601
0.041 -0.078 -0.677
-0.578 -0.089 0.199
0.467 0.455 0.128
0.185 -0.064 -0.075
-0.126 0.136 -0.248
-0.102 -0.235 0.281
0.174 -0.097 0.090
-0.260 0.126 -0.205
0.007 0.008 -0.015
-0.099 0.057 0.053
-0.043 -0.009 0.104
0.026 -0.033 0.106
0.061 0.006 0.024
-0.018 -0.012 -0.031
-0.013 0.048 -0.055
0.054 -0.006 0.035
0.015 -0.009 0.027
0.123 -0.087 0.082
-0.043 0.021 0.041
0.083 0.019 0.002
-0.114 0.015 -0.099
-0.232 -0.541 -0.120
-0.137 0.051 0.078
0.046 0.009 0.009
-0.106 1.462 0.553
0.088 -0.686 -0.058
0.152 0.062 0.103
-0.040 0.050 -0.047
0.014 0.004 0.036
-0.066 0.032 -0.013
0.072 -0.014 0.072
0.148 -0.494 -0.359
0.009 0.112 -0.117
-0.014 0.006 0.086
0.016 0.023 -0.032
0.038 -0.041 0.075
0.020 -0.021 -0.057
-0.004 0.013 -0.014
-0.020 -0.001 -0.006
0.019 -0.053 -0.017
0.049 -0.002 0.019
0.003 -0.010 -0.006
-0.009 -0.022 -0.048
0.024 -0.003 0.012
-0.003 0.010 0.010
0.012 -0.019 -0.011
-0.067 -0.026 -0.085
-0.012 -0.009 0.004
0.000 0.007 -0.022
-0.001 -0.003 0.000
-0.030 -0.030 -0.007
-0.009 -0.024 0.049

Values from the calculation:
* total charge: -1
* HOMO-LUMO gap (alpha / beta): 6.00 / 4.77 eV
* F_max: 1.57 eV/Å
* E_LUMO (alpha / beta): 1.98 / 0.75 eV
* spin multiplicity: 2

No. 5
Density functional theory data (the ωB97M-V functional and the def2-TZVPD basis) for C4H4N2 in the gas phase in a non-equilibrium geometry.

Atoms and positions in Å:
C (-0.07247, 0.94326, -0.42711)
C (-0.22997, 0.98575, 1.90016)
N (-0.40519, 0.28128, 0.79938)
N (-0.10188, -1.07357, 0.68361)
C (0.26139, -1.24856, -0.55169)
C (0.31533, -0.01367, -1.29935)
H (-0.37024, 1.97733, -0.57425)
H (-0.43405, 0.29539, 2.74011)
H (0.53985, -2.24066, -0.90580)
H (0.49723, 0.09343, -2.36505)

Cartesian forces, eV/Å:
-1.010 -1.066 -0.582
-1.498 0.169 1.059
2.361 1.228 -1.211
-0.738 -0.643 -0.317
0.220 0.044 0.386
-0.527 0.379 -0.114
0.479 -0.243 0.286
0.615 -0.172 -0.079
-0.072 0.300 0.181
0.169 0.005 0.391

Values from the calculation:
* total charge: 0
* HOMO-LUMO gap: 8.75 eV
* ΔE to the lowest compared entry with this formula, charge and spin: 83.3 kcal/mol
* F_max: 2.92 eV/Å
* E_LUMO: -0.18 eV

No. 6
Density functional theory data (the ωB97M-V functional and the def2-TZVPD basis) for C25H28N6O3S in the gas phase.

Atoms and positions in Å:
C (1.38764, 6.03126, 2.05359)
C (1.82428, 4.70535, 1.50878)
C (1.80987, 3.57492, 2.30847)
C (2.20734, 2.38108, 1.73515)
C (2.60841, 2.29434, 0.38489)
C (2.63406, 3.43518, -0.40667)
C (2.23921, 4.61964, 0.17313)
H (2.23886, 5.52202, -0.41978)
H (2.94976, 3.38184, -1.43572)
N (2.91623, 0.98984, 0.07682)
C (2.72409, 0.32195, 1.17461)
N (2.28314, 1.09038, 2.21736)
H (2.16643, 0.78357, 3.16794)
S (2.92824, -1.39704, 1.35722)
C (3.35873, -1.83307, -0.35873)
C (2.39689, -2.82495, -0.99233)
O (2.71418, -3.98725, -1.14076)
N (1.18923, -2.34312, -1.38331)
C (0.80742, -0.98120, -1.23113)
C (0.11034, -0.57896, -0.11519)
N (-0.21531, -1.46379, 0.85484)
H (-0.62173, -1.17258, 1.72282)
H (0.21119, -2.37285, 0.80229)
N (-0.30426, 0.72142, 0.01908)
C (-0.06062, 1.67919, -0.96183)
O (-0.45322, 2.81811, -0.85166)
N (0.61965, 1.22938, -2.04939)
C (1.11966, -0.05596, -2.28501)
O (1.72492, -0.29871, -3.30695)
H (0.83364, 1.92586, -2.75395)
C (-1.07097, 1.14852, 1.17972)
C (-2.41006, 0.46081, 1.25832)
C (-2.86798, -0.07666, 2.45416)
C (-4.09692, -0.71107, 2.51237)
C (-4.87375, -0.82292, 1.37257)
C (-4.42444, -0.28652, 0.17736)
C (-3.20142, 0.35603, 0.12112)
H (-2.85660, 0.78642, -0.80763)
H (-5.02911, -0.36601, -0.71319)
H (-5.82921, -1.32318, 1.41653)
H (-4.44474, -1.12131, 3.44860)
H (-2.26707, 0.01073, 3.34984)
H (-0.48766, 0.98848, 2.09261)
H (-1.20896, 2.22807, 1.04925)
C (0.39295, -3.16280, -2.28850)
H (0.14022, -2.55774, -3.16272)
C (-0.87998, -3.75661, -1.66557)
C (-2.05568, -2.78327, -1.72090)
H (-2.29562, -2.54932, -2.75599)
H (-2.93512, -3.22700, -1.25891)
H (-1.83561, -1.85616, -1.20097)
C (-1.24237, -5.04523, -2.40259)
H (-2.15437, -5.47369, -1.99336)
H (-1.40159, -4.84274, -3.45931)
H (-0.44479, -5.77746, -2.30751)
H (-0.66941, -4.00812, -0.62040)
H (1.04846, -3.97833, -2.60280)
H (3.38907, -0.88866, -0.90239)
H (4.34315, -2.29972, -0.32745)
H (1.49758, 3.62362, 3.34158)
H (2.16209, 6.78075, 1.89876)
H (0.49036, 6.36821, 1.53591)
H (1.17132, 5.96698, 3.11692)

Cartesian forces, eV/Å:
-0.020 0.006 -0.038
0.015 -0.065 0.090
-0.029 0.046 0.062
0.073 0.321 -0.620
-0.159 0.265 0.764
0.016 -0.035 0.169
0.043 0.006 -0.062
-0.005 0.115 -0.078
0.043 -0.005 -0.152
0.230 -0.350 0.000
0.070 -0.096 -0.388
0.026 -0.162 0.047
0.012 0.028 -0.043
0.353 -0.326 0.060
0.178 -0.005 0.205
0.355 0.104 0.286
0.189 -0.210 0.014
-0.605 0.485 -0.134
0.158 -0.220 0.083
0.160 -0.521 -0.404
-0.134 0.293 -0.151
-0.049 -0.034 -0.005
0.005 0.058 0.016
-0.002 -0.028 0.315
-0.044 -0.020 -0.093
-0.139 0.281 -0.069
0.157 0.208 -0.455
-0.271 0.021 0.453
0.169 -0.063 -0.163
-0.082 -0.106 0.130
-0.154 0.279 0.095
-0.098 -0.004 0.076
0.051 0.141 -0.096
-0.072 -0.062 0.055
-0.072 -0.045 0.052
-0.002 0.034 -0.054
0.030 0.042 0.084
0.039 0.023 -0.136
-0.060 -0.009 -0.087
-0.083 -0.050 0.003
-0.037 -0.046 0.076
0.095 0.006 0.093
-0.030 0.014 -0.065
0.111 -0.241 0.115
-0.072 -0.495 0.057
0.020 0.005 -0.011
-0.058 0.015 -0.271
0.182 -0.123 0.191
-0.043 0.045 -0.163
-0.145 -0.002 0.046
-0.058 0.102 0.023
0.093 0.151 0.253
-0.117 -0.073 -0.015
-0.042 -0.004 -0.172
0.077 -0.117 -0.038
0.052 -0.010 -0.022
-0.123 0.130 -0.047
0.076 -0.054 -0.035
-0.147 0.037 -0.104
-0.044 0.075 0.121
0.013 0.096 0.038
-0.071 0.091 0.023
-0.026 0.056 0.072

Values from the calculation:
* total charge: 0
* HOMO-LUMO gap: 8.16 eV
* ΔE to the lowest compared entry with this formula, charge and spin: 0.0 kcal/mol
* F_max: 0.82 eV/Å
* structure (SMILES): Cc1ccc2nc(SCC(=O)N(CC(C)C)c3c(N)n(Cc4ccccc4)c(=O)[nH]c3=O)[nH]c2c1
* E_LUMO: 0.08 eV